This record from the Open Molecules 2025 dataset describes C15H23Cl5GdN11O4 as an isolated structure. The level of theory is ωB97M-V/def2-TZVPD.

Geometry as XYZ:
```
59
Properties=species:S:1:pos:R:3:forces:R:3
Gd -0.812769 0.835268 -1.366115 -0.2 -0.2 -1.7
Cl -0.491169 1.407168 -5.207915 0.0 0.4 -0.3
Cl 0.535431 -4.394932 -3.249715 0.0 0.1 0.1
Cl 0.896631 -3.696932 -6.284715 -0.1 0.0 0.2
Cl 0.325431 -0.828132 -7.289915 -0.1 0.1 0.2
Cl -0.260669 -2.067732 -1.225115 0.0 -0.5 0.2
O -2.961269 0.056268 -0.996015 -0.2 -0.4 0.1
O 0.616331 0.040568 2.591185 0.0 0.0 0.2
O -0.419169 0.571868 0.720585 -0.1 -0.2 1.0
O -5.215969 0.100868 -1.116815 0.2 0.4 -0.3
N 2.513631 -1.329032 3.854885 -0.2 0.1 0.0
N -4.050369 1.602068 -2.252715 -0.3 0.1 -0.3
N 1.753831 0.511068 -0.795815 0.1 -0.1 0.0
N -1.529069 2.956068 -0.224015 -0.5 0.7 0.6
N -0.504469 4.668168 0.656885 0.3 0.7 0.5
N -2.849769 2.054368 -2.850415 -0.2 -0.3 -0.1
N 2.706131 -3.429332 4.822185 0.0 0.1 -0.1
N -1.517569 3.861068 0.717585 0.5 -0.6 -1.4
N -0.433969 3.171968 -0.943715 0.0 0.8 0.2
N -2.415369 3.904968 1.692685 -0.7 -0.2 1.2
N 0.636131 -2.452632 4.458085 -0.1 -0.1 0.0
C -0.174769 -0.213732 -4.691515 -0.2 0.4 0.8
C 1.990831 0.577768 0.667285 -0.3 -0.3 0.1
C 0.619331 0.364868 1.404885 1.1 0.0 0.1
C 1.968531 -2.405832 4.381085 0.1 0.0 0.1
C -0.306469 -0.440532 -3.319215 0.6 -1.7 -1.3
C 0.165031 4.223668 -0.395115 0.0 -0.2 -0.2
C -4.014369 0.527368 -1.424015 -0.1 0.5 -0.2
C -0.068169 -1.767132 -2.942515 -0.2 0.8 0.1
C -5.320569 -1.015132 -0.223915 0.0 -0.5 0.4
C 0.289531 -2.792832 -3.806615 0.0 0.0 -0.2
C 3.872831 -0.039532 2.371185 0.0 -0.3 0.0
C 3.066031 -0.437532 1.117785 0.0 0.3 0.1
C 0.178331 -1.188032 -5.618915 0.1 -0.1 0.0
C 3.885231 -1.143732 3.426085 0.3 0.1 0.1
C 0.430231 -2.487632 -5.164915 0.0 0.0 -0.1
H 4.510531 -0.838432 4.270985 0.0 -0.1 -0.1
H 4.900931 0.196568 2.100485 0.0 0.1 0.0
H -2.507669 4.786968 2.176985 0.1 0.0 -0.3
H 3.704931 -3.345232 4.882985 0.0 0.0 0.0
H 2.509331 1.001868 -1.275015 -0.2 -0.1 0.0
H 1.070231 4.660268 -0.763615 0.2 0.1 0.0
H 2.568531 -1.395232 1.288185 0.0 -0.1 -0.1
H 4.288831 -2.072832 3.010385 0.0 0.0 0.0
H -2.883469 3.072068 -2.927615 0.0 -0.3 0.2
H 3.764031 -0.577832 0.289685 -0.1 0.0 0.0
H -5.012369 -1.931232 -0.726715 0.0 0.1 0.0
H 0.103431 -1.703032 4.042885 -0.1 0.0 0.0
H 2.309431 1.602368 0.906085 0.0 -0.2 0.0
H -4.700769 -0.863732 0.660185 -0.1 0.1 -0.1
H 3.444731 0.850168 2.831485 0.0 0.1 0.0
H 1.849031 -0.629232 3.476985 0.1 -0.3 0.1
H -4.949269 1.840768 -2.664815 0.3 -0.1 0.0
H -3.225969 3.315968 1.575885 0.1 0.1 -0.2
H -6.371069 -1.074532 0.046785 0.1 0.0 0.0
H -2.756469 1.688468 -3.807015 -0.1 0.1 0.3
H 2.281331 -4.222032 5.268385 0.0 0.0 0.0
H 1.845031 -0.469932 -1.082815 0.0 0.3 0.0
H 0.153231 -3.197232 4.926585 0.0 0.0 0.0
```
Forces are in eV/Å.

Results
Kohn-Sham gap (alpha / beta): 8.9 / 6.6 eV
Energy above the lowest of the compared OMol25 structures with the same formula, charge and spin: 11.3 kJ/mol
E_HOMO (alpha / beta): -13.54 / -13.54 eV
Charge: +2
2S+1: 8
LUMO (alpha / beta): -4.62 / -6.94 eV

Results of the Löwdin charge analysis, in e, for atoms 1 through 8:
1 Gd 1.503
2 Cl 0.707
3 Cl 0.731
4 Cl 0.743
5 Cl 0.735
6 Cl 0.725
7 O -0.076
8 O 0.034

This record from the Open Molecules 2025 dataset describes a 2-piece molecular cluster, C12H22ClF4N4O overall. The level of theory is ωB97M-V/def2-TZVPD.

Geometry as XYZ:
```
44
Properties=species:S:1:pos:R:3:forces:R:3
Cl -3.527602 -1.782834 2.064601 0.0 0.0 0.0
F -1.771054 -1.167072 -4.260212 -0.1 -0.2 0.0
F -0.255105 0.324043 -4.716474 0.1 0.2 -0.1
F -0.118326 -2.597838 -2.965733 -0.1 0.0 0.4
F 1.014789 -0.860607 -2.237762 0.0 0.0 0.1
O 3.285056 0.922058 1.211590 0.0 0.1 -0.1
N 4.016492 3.019739 1.527334 0.0 0.0 0.1
N -3.185777 -0.464156 -1.871135 0.0 -0.2 0.0
N -1.369633 -0.490052 -0.437326 -0.2 0.6 0.0
N -1.287393 0.440143 -2.739845 -0.1 -0.1 0.6
C -3.693789 -2.588905 -0.585277 0.0 0.2 0.0
C -0.648228 0.633133 0.211741 0.8 1.2 0.8
C -4.108568 -1.156240 -0.953124 -0.5 -0.2 0.0
C 0.315099 0.009283 1.200414 -0.4 0.2 0.1
C -0.152153 -0.463282 2.367705 0.0 0.1 -0.2
C -1.947047 -0.176435 -1.656127 -0.1 -0.2 -0.4
C 3.986122 1.704279 1.843952 0.0 -0.1 0.0
C 4.782338 4.078675 2.161174 -0.1 0.0 -0.2
C 0.388388 -1.397187 -3.306167 0.1 -0.2 -0.5
C -0.761567 -0.451463 -3.746571 0.1 0.4 -0.3
C -4.025738 -2.987100 0.850337 0.1 -0.4 -0.1
C 4.844360 1.242440 2.995549 0.0 -0.1 0.0
H -5.083697 -3.204979 0.987533 0.0 0.3 0.0
H -5.061973 -1.194751 -1.480504 0.1 0.1 0.0
H -0.578848 1.093764 -2.423019 0.2 -0.2 0.0
H -2.629785 -2.731038 -0.774418 0.0 0.0 0.1
H -1.350247 1.308972 0.708860 -0.2 -0.2 -0.1
H 1.101085 -1.521057 -4.122608 0.0 0.0 0.0
H -4.228937 -3.282577 -1.238723 0.1 0.0 0.0
H -4.261363 -0.520004 -0.081850 0.3 -0.1 0.1
H -3.483359 -3.899626 1.093296 -0.1 0.0 0.0
H 5.374601 3.684689 2.979286 0.0 0.0 0.0
H 5.897361 1.443668 2.797848 0.0 0.0 0.1
H 5.452932 4.542821 1.437473 0.1 0.0 0.1
H -0.057507 1.229616 -0.495659 -0.2 0.0 -0.1
H 1.359812 0.010221 0.898740 -0.1 -1.3 -0.3
H -3.558677 -0.184654 -2.772579 0.1 0.0 0.0
H 4.112677 4.844887 2.553040 0.0 0.0 0.1
H 4.707765 0.172743 3.117236 0.0 0.0 0.0
H 4.553691 1.743704 3.919100 0.1 0.0 0.0
H -0.719080 -1.270854 -0.518912 -0.1 -0.1 0.0
H -0.883772 0.109688 2.934802 -0.9 -0.7 -0.6
H 0.131109 -1.429850 2.773664 1.1 0.7 0.7
H 3.425546 3.263996 0.748750 0.0 0.0 0.0
```
Forces are in eV/Å.

Results
Kohn-Sham gap: 7.7 eV
E_HOMO: -11.66 eV
Charge: +1
LUMO: -3.95 eV

Results of the Löwdin charge analysis, in e, for atoms 1 through 8:
1 Cl 0.595
2 F 0.152
3 F 0.150
4 F 0.104
5 F 0.101
6 O 0.003
7 N 0.010
8 N 0.182

Number 1: F_max 2.2 eV Å⁻¹. Number 2: F_max 1.7 eV Å⁻¹.